C28H42O25Rb2S as an isolated structure in a non-equilibrium geometry, computed with ωB97M-V/def2-TZVPD.

Cartesian coordinates (Å):
Rb: -0.0452 0.8266 6.9816
Rb: -2.7207 3.1001 -3.0068
S: -0.5441 0.7245 1.5297
O: -0.8997 -0.3442 2.4483
O: -1.5659 1.7557 1.4592
O: 0.6251 1.4311 2.0604
O: -0.2997 0.2122 0.1667
C: 1.5389 -5.8532 1.2579
C: 2.8110 -5.0322 1.4206
C: 3.3624 -4.8625 2.8544
O: 4.5694 -5.6039 2.8820
C: 4.8212 -5.9553 1.5929
O: 5.9440 -6.2995 1.2047
O: 3.7866 -5.8616 0.8172
H: 0.6706 -5.3180 1.6423
H: 1.5754 -6.8485 1.7007
H: 1.3852 -6.1173 0.2116
H: 2.6443 -4.1249 0.8400
H: 2.5713 -5.2909 3.4699
H: 3.3921 -3.8047 3.1155
C: 0.7393 7.2824 3.6123
C: 1.2262 8.1826 2.4742
C: 1.5066 7.4396 1.1907
O: 0.8239 8.2243 0.2535
C: 0.0071 9.0215 0.7960
O: -0.9115 9.6630 0.2714
O: 0.2138 9.0869 2.1038
H: 0.4505 7.8837 4.4743
H: 1.4670 6.5152 3.8768
H: -0.1483 6.7230 3.3168
H: 2.1303 8.7140 2.7712
H: 1.2063 6.3922 1.1607
H: 2.5503 7.3627 0.8859
C: -6.1057 5.7532 2.4984
C: -6.6412 4.6520 3.4470
C: -6.1576 4.5874 4.8879
O: -7.3566 4.4053 5.5423
C: -8.4472 4.3847 4.7076
O: -9.5857 4.0701 5.0098
O: -8.0473 4.7603 3.4685
H: -5.0553 5.6382 2.2312
H: -6.2937 6.7599 2.8715
H: -6.6043 5.7362 1.5292
H: -6.4443 3.6833 2.9877
H: -5.5133 5.4203 5.1695
H: -5.5355 3.6944 4.9489
C: 7.3005 0.4656 0.2392
C: 7.9384 1.8766 -0.0773
C: 7.0156 2.8977 0.5312
O: 7.9525 3.6680 1.2685
C: 9.1629 3.0443 1.2908
O: 10.1060 3.4662 1.9569
O: 9.2129 1.9878 0.4881
H: 6.2643 0.5136 -0.0956
H: 7.3269 0.2279 1.3026
H: 7.8520 -0.2785 -0.3354
H: 8.1251 2.1635 -1.1121
H: 6.2344 2.4467 1.1431
H: 6.5310 3.3498 -0.3342
C: 4.1537 -2.2879 -4.8855
C: 4.4875 -1.5052 -6.1203
C: 4.6918 0.0438 -5.9196
O: 5.7927 0.2559 -6.7472
C: 6.4188 -0.8965 -6.9878
O: 7.5697 -0.9514 -7.4066
O: 5.7076 -1.9266 -6.5761
H: 5.0180 -2.1452 -4.2369
H: 4.0865 -3.3620 -5.0585
H: 3.2933 -1.9742 -4.2945
H: 3.8157 -1.6358 -6.9687
H: 4.8047 0.3541 -4.8808
H: 3.8435 0.6208 -6.2877
C: -6.4765 -2.1095 3.8940
C: -7.0060 -1.8509 2.4852
C: -6.0604 -2.0747 1.3440
O: -6.7682 -2.8957 0.4699
C: -7.9460 -3.3053 1.0079
O: -8.7318 -4.1508 0.5581
O: -8.0420 -2.7246 2.1930
H: -6.0382 -3.1052 3.8269
H: -7.3470 -2.1826 4.5459
H: -5.7721 -1.3974 4.3240
H: -7.3513 -0.8189 2.4228
H: -5.2483 -2.7075 1.7021
H: -5.6474 -1.1337 0.9809
C: -2.7118 -4.8624 -4.6281
C: -2.7382 -5.8901 -5.8218
C: -1.5860 -6.9428 -5.5909
O: -2.0964 -8.0670 -6.1375
C: -3.4278 -8.0286 -6.0627
O: -4.1453 -8.9736 -6.3100
O: -3.8698 -6.7435 -5.7831
H: -3.6761 -4.3545 -4.6449
H: -1.8700 -4.1701 -4.6437
H: -2.7327 -5.3812 -3.6697
H: -2.5232 -5.5678 -6.8406
H: -1.3030 -7.1682 -4.5627
H: -0.6867 -6.5821 -6.0901

The HOMO energy is -0.1909 Eh. The LUMO energy is -0.073 Ha. The total charge is 0. Its multiplicity is 1.

C12H14ClIN2O4Zr as an isolated structure in a non-equilibrium geometry, computed with ωB97M-V/def2-TZVPD.

Cartesian coordinates (Å):
C: 0.1965 -0.5064 3.2487
C: -1.4290 2.4858 -0.4796
H: 0.9323 -0.5103 2.0927
H: -0.8715 -0.6505 3.1166
H: 0.4715 0.4204 3.7539
H: -1.9775 2.0487 -1.3225
H: -2.1758 3.0065 0.1535
H: -0.8124 3.2865 -0.8926
C: -1.7384 -2.0845 0.6813
C: -1.6704 -3.4161 0.2673
C: -1.2702 -3.7038 -1.0388
C: -0.9304 -2.6366 -1.8572
H: -2.1324 -1.8365 1.6749
H: -1.9192 -4.2081 0.9690
H: -1.2007 -4.7298 -1.3971
H: -0.6224 -2.7808 -2.8959
N: -1.2760 -1.0451 -0.0586
C: -0.8869 -1.3224 -1.3375
C: -0.2974 -0.2218 -2.1539
N: 0.3194 0.7803 -1.4865
C: 1.0214 1.7047 -2.1653
C: 0.2366 0.8319 -4.2642
C: 0.9583 1.8018 -3.5537
H: 1.5882 2.4204 -1.5697
H: 1.4502 2.6324 -4.0564
C: -0.3724 -0.2069 -3.5600
H: -0.9260 -1.0155 -4.0360
H: 0.1594 0.8762 -5.3498
Zr: -0.3740 1.0638 0.8484
I: 1.0714 -2.0852 4.2925
O: -0.9727 2.2855 2.5112
Cl: 0.0306 3.5108 2.3426
O: 0.7516 2.9977 1.0863
O: -0.7329 4.7105 2.0394
O: 1.2161 -0.0121 1.1342

The HOMO energy (spin up / spin down) is -0.5708 / -0.5711 Eh. The LUMO energy (spin up / spin down) is -0.416 / -0.414 Ha. The total charge is +2. Its multiplicity is 1.

A 2-piece molecular cluster, C10H10N2 overall in a non-equilibrium geometry, computed with ωB97M-V/def2-TZVPD.

Cartesian coordinates (Å):
C: -0.7235 0.0765 -3.5149
C: 0.4279 -0.6056 -3.2080
C: 0.4380 -1.1668 -2.0369
C: -0.6437 -1.0993 -1.0272
C: -1.8284 -0.5588 -1.6091
C: 0.7539 -0.1184 1.0145
C: 0.7244 -0.5796 2.3141
C: 0.4809 0.2386 3.3561
C: 0.3551 1.5602 3.1372
C: 0.3069 1.9973 1.8300
H: -0.7564 0.6068 -4.4686
H: 1.1839 -0.7125 -3.9234
H: 1.2479 -1.7084 -1.6912
H: -0.7992 -1.6978 -0.1121
H: -2.7357 -0.3785 -0.9052
H: 0.8866 -0.7734 0.1989
H: 1.2443 -1.4637 2.4623
H: 0.5041 -0.0258 4.3852
H: 0.3751 2.2552 4.0082
H: -0.0331 2.9792 1.7781
N: -1.8565 0.0051 -2.8250
N: 0.4476 1.1697 0.8370

The HOMO energy is -0.3349 Eh. The LUMO energy is 0.026 Ha. The total charge is 0. Its multiplicity is 1.

A 10-piece molecular cluster, C32H52N11O2S overall in a non-equilibrium geometry, computed with ωB97M-V/def2-TZVPD.

Cartesian coordinates (Å):
C: 1.5629 -0.4215 3.1962
C: 1.2910 1.0625 2.8937
C: 1.7054 1.4706 1.4859
C: 0.7729 0.9894 0.3574
O: -0.3499 0.2475 0.8575
C: -1.5931 0.8555 0.7496
N: -1.9997 0.8684 -0.7074
C: -1.9101 -0.0639 -1.4513
S: -1.8218 -1.2672 -2.4344
C: -1.6285 2.3156 1.2205
C: -2.8922 2.7221 2.0003
C: -2.7531 2.5642 3.5130
C: -3.1440 4.2127 1.7608
N: -4.0644 1.9751 1.4635
O: -4.3671 2.3714 0.2845
C: -4.0046 0.4807 1.5678
C: -4.7434 -0.1524 0.3888
C: -4.7022 -0.0358 2.8292
C: -2.5407 0.0039 1.5769
H: 2.3702 -0.5506 3.9105
H: 0.6726 -0.9113 3.5845
H: 1.8072 -0.9584 2.2819
H: 1.8605 1.6735 3.5929
H: 0.2451 1.2784 3.1001
H: 1.8390 2.5495 1.4273
H: 2.6924 1.0475 1.3116
H: 1.3192 0.2854 -0.2608
H: 0.4611 1.7984 -0.2975
H: -0.7583 2.5538 1.8242
H: -1.5794 2.9434 0.3362
H: -1.8242 3.0448 3.8134
H: -3.5634 3.0765 4.0246
H: -2.6947 1.5370 3.8532
H: -2.9897 4.4932 0.7244
H: -4.1724 4.4575 2.0151
H: -2.4820 4.8002 2.3914
H: -4.3827 0.1834 -0.5724
H: -5.8154 0.0090 0.4766
H: -4.5695 -1.2262 0.4488
H: -4.8548 -1.1060 2.6950
H: -5.6696 0.4375 2.9725
H: -4.1073 0.0783 3.7292
H: -2.1050 0.0278 2.5736
H: -2.4908 -1.0338 1.2531
C: 0.7972 -2.3021 -5.2139
C: 2.2134 -2.6185 -5.1520
N: 3.3446 -2.7950 -5.0877
H: 0.6313 -1.5035 -5.9355
H: 0.2200 -3.1763 -5.5086
H: 0.4668 -1.9660 -4.2340
C: 3.7664 0.0891 -3.2913
C: 3.4135 1.0408 -2.2474
N: 3.1360 1.7966 -1.4286
H: 3.0319 0.1380 -4.0946
H: 4.7509 0.3283 -3.6922
H: 3.7860 -0.9204 -2.8819
C: 6.6119 -1.5431 -4.0012
C: 7.0649 -0.2368 -4.4530
N: 7.4037 0.8013 -4.8056
H: 7.2559 -2.3230 -4.4030
H: 6.6338 -1.5886 -2.9136
H: 5.5942 -1.7208 -4.3438
C: -3.2239 3.3091 -2.9005
C: -3.2598 4.7120 -3.2827
N: -3.2731 5.8204 -3.5784
H: -2.1996 2.9447 -2.9565
H: -3.5615 3.1896 -1.8737
H: -3.8544 2.7256 -3.5684
C: 8.9810 -3.5312 -0.7721
C: 7.5828 -3.8578 -1.0097
N: 6.4803 -4.1139 -1.1966
H: 9.3803 -2.9620 -1.6094
H: 9.0770 -2.9376 0.1347
H: 9.5625 -4.4438 -0.6611
C: 11.3838 -5.9505 1.8869
C: 11.8352 -4.6469 1.4229
N: 12.1923 -3.6190 1.0608
H: 12.0377 -6.7277 1.4967
H: 11.4035 -5.9808 2.9744
H: 10.3668 -6.1368 1.5463
C: -8.2209 -0.2998 5.1787
C: -7.0056 0.3741 5.6082
N: -6.0250 0.8934 5.8978
H: -8.0553 -0.7752 4.2174
H: -8.5051 -1.0612 5.9018
H: -9.0332 0.4169 5.0791
C: 0.5939 3.1836 -4.0844
C: 1.0097 1.9042 -4.6401
N: 1.3262 0.8825 -5.0552
H: 1.4118 3.8990 -4.1404
H: -0.2584 3.5759 -4.6367
H: 0.3165 3.0460 -3.0403
C: -8.1578 -2.8070 0.8724
C: -8.9798 -2.4019 2.0024
N: -9.6269 -2.0820 2.8943
H: -7.5300 -3.6493 1.1566
H: -8.7946 -3.1014 0.0406
H: -7.5239 -1.9787 0.5603

The HOMO energy (spin up / spin down) is -0.3219 / -0.3550 Eh. The LUMO energy (spin up / spin down) is 0.008 / 0.000 Ha. The expectation value of S² is 0.75. The total charge is 0. Its multiplicity is 2.

Q: Which of these has the highest total charge?
A: C12H14ClIN2O4Zr